{"formula": "C27H26I2InN9O2S", "method": "wB97M-V/def2-TZVPD", "homo_lumo_gap_ev": 7.678, "energy_ha": -2871.5972, "largest_force_ev_per_a": 0.5, "lumo_energy_ev": -0.21, "elements": ["In", "C", "C", "N", "C", "S", "N", "N", "C", "C", "C", "C", "C", "C", "C", "N", "H", "H", "H", "H", "H", "H", "H", "H", "H", "H", "H", "H", "H", "I", "C", "C", "C", "I", "C", "O", "C", "C", "N", "C", "C", "C", "C", "C", "C", "N", "C", "H", "H", "H", "H", "H", "H", "H", "H", "H", "H", "H", "N", "C", "O", "C", "C", "N", "C", "N", "H", "H"], "positions_angstrom": [[0.0302, -0.1128, 0.1890], [0.3917, -6.3757, 1.1518], [-0.8804, -5.5490, 1.2640], [-0.6304, -4.2371, 1.8394], [-0.6979, -3.0644, 1.1669], [-0.5077, -1.6381, 2.1617], [-0.8859, -3.1386, -0.1339], [-0.9598, -1.9135, -0.7398], [-1.6108, -1.7830, -1.8295], [-2.2971, -2.9030, -2.5368], [-1.7595, -0.3906, -2.3341], [-2.3002, -0.1192, -3.5787], [-2.4871, 1.2039, -3.9517], [-2.1412, 2.2102, -3.0708], [-1.5962, 1.8546, -1.8467], [-1.4113, 0.5919, -1.4988], [0.1712, -7.3665, 0.7528], [1.1052, -5.8888, 0.4854], [0.8662, -6.5028, 2.1260], [-1.3208, -5.3942, 0.2827], [-1.6196, -6.0629, 1.8822], [-0.5323, -4.1586, 2.8374], [-2.2653, -3.7975, -1.9241], [-3.3342, -2.6359, -2.7409], [-1.8064, -3.1102, -3.4909], [-2.5750, -0.9257, -4.2426], [-2.9055, 1.4408, -4.9210], [-2.2821, 3.2524, -3.3182], [-1.2949, 2.5954, -1.1176], [7.3617, 1.0877, -1.7234], [5.2840, 0.9030, -1.6761], [4.4889, 2.0335, -1.7827], [3.1108, 1.8965, -1.7287], [1.9087, 3.5968, -1.8461], [2.4826, 0.6509, -1.5682], [1.1854, 0.5188, -1.5062], [3.3250, -0.4747, -1.4650], [2.6675, -1.8041, -1.2352], [1.9555, -1.8240, 0.0534], [2.8286, -1.6584, 1.2051], [2.9831, -0.2121, 1.6235], [4.1169, 0.1914, 2.3176], [4.2609, 1.5197, 2.6629], [3.2690, 2.4194, 2.2990], [2.1644, 1.9400, 1.6267], [2.0171, 0.6480, 1.3066], [4.7028, -0.3466, -1.5198], [4.9330, 3.0118, -1.9001], [3.4235, -2.5978, -1.2772], [1.9250, -1.9949, -2.0134], [1.4380, -2.6915, 0.1336], [3.8313, -2.0570, 1.0084], [2.4097, -2.2150, 2.0460], [4.8848, -0.5338, 2.5533], [5.1430, 1.8549, 3.1923], [3.3541, 3.4743, 2.5173], [1.3659, 2.5967, 1.3120], [5.3244, -1.2297, -1.4292], [-1.3996, 2.5716, 3.1355], [-1.6832, 1.7482, 2.0985], [-0.7630, 1.6064, 1.2194], [-2.9469, 1.1408, 2.0378], [-3.8736, 1.3886, 3.0832], [-4.5798, 1.5867, 3.9741], [-3.3235, 0.3054, 0.9579], [-3.6340, -0.3780, 0.0806], [-2.0858, 2.7886, 3.8368], [-0.4957, 3.0041, 3.1649]], "forces_ev_per_a": [[0.5, -0.1, 0.0], [0.0, 0.0, 0.0], [0.0, 0.0, 0.0], [0.0, 0.0, 0.1], [0.0, -0.1, 0.0], [-0.1, 0.0, -0.1], [0.1, 0.1, 0.1], [-0.2, -0.1, -0.1], [0.0, 0.1, 0.0], [0.0, 0.0, 0.0], [0.0, 0.0, 0.0], [0.0, 0.0, 0.0], [0.0, 0.0, 0.0], [0.0, 0.0, 0.0], [0.0, 0.0, 0.0], [0.0, -0.1, -0.1], [0.0, 0.0, 0.0], [0.0, 0.0, 0.0], [0.0, 0.0, 0.0], [0.0, 0.0, 0.0], [0.0, 0.0, 0.0], [0.0, 0.0, 0.0], [0.0, 0.0, 0.0], [0.0, 0.0, 0.0], [0.0, 0.0, 0.0], [0.0, 0.0, 0.0], [0.0, 0.0, 0.0], [0.0, 0.0, 0.0], [0.0, 0.0, 0.0], [0.0, 0.0, 0.0], [0.0, 0.0, 0.0], [0.0, -0.1, 0.0], [0.0, 0.1, 0.0], [0.0, 0.0, 0.0], [0.0, 0.0, 0.0], [-0.1, 0.2, 0.0], [0.1, -0.1, 0.0], [0.0, 0.0, 0.0], [0.0, 0.0, 0.0], [0.0, 0.0, 0.0], [0.0, 0.0, -0.1], [0.0, 0.0, -0.1], [0.0, 0.0, 0.0], [0.0, 0.0, 0.0], [0.0, -0.1, 0.0], [-0.1, 0.0, 0.2], [-0.1, 0.0, 0.0], [0.0, 0.0, 0.0], [0.0, 0.0, 0.0], [0.0, 0.0, 0.0], [0.0, 0.0, 0.0], [0.0, 0.0, 0.0], [0.0, 0.0, 0.0], [0.0, 0.0, 0.0], [0.0, 0.0, 0.0], [0.0, 0.0, 0.0], [0.0, 0.0, 0.0], [0.0, 0.0, 0.0], [0.0, 0.0, 0.0], [0.0, 0.0, 0.0], [0.0, 0.1, -0.1], [-0.1, 0.1, 0.0], [0.0, -0.3, -0.1], [0.0, 0.1, 0.0], [0.1, 0.0, 0.2], [-0.1, 0.0, 0.1], [0.0, 0.0, 0.0], [0.0, 0.0, 0.0]]}

---

{"formula": "C18H31IrNO3", "method": "wB97M-V/def2-TZVPD", "homo_lumo_gap_ev": [8.234, 5.594], "energy_ha": -1088.4847, "spin_multiplicity": 6, "largest_force_ev_per_a": 0.8, "s2": 8.79, "total_charge": 2, "lumo_energy_ev": [-6.06, -9.76], "elements": ["Ir", "C", "O", "C", "C", "O", "C", "C", "O", "C", "H", "H", "H", "H", "H", "H", "H", "H", "H", "H", "H", "H", "H", "H", "C", "C", "C", "C", "C", "C", "C", "C", "C", "C", "C", "C", "N", "H", "H", "H", "H", "H", "H", "H", "H", "H", "H", "H", "H", "H", "H", "H", "H", "H"], "positions_angstrom": [[-0.1207, -0.9133, 0.8076], [-2.6993, -0.9042, 2.9393], [-1.8500, -1.7859, 2.1828], [-1.4047, -2.9436, 2.8988], [-0.0471, -2.6548, 3.4914], [0.7757, -2.2011, 2.3946], [2.1470, -1.9430, 2.7642], [2.8971, -1.5802, 1.5028], [2.2879, -0.4673, 0.8438], [2.6993, 0.8077, 1.3542], [-3.5559, -1.4631, 3.3142], [-3.0414, -0.1349, 2.2522], [-2.1554, -0.4499, 3.7699], [-1.3425, -3.7524, 2.1706], [-2.1269, -3.2139, 3.6694], [0.4006, -3.5518, 3.9214], [-0.0857, -1.8679, 4.2500], [2.5672, -2.8501, 3.2023], [2.1660, -1.1463, 3.5126], [2.8625, -2.4104, 0.7961], [3.9424, -1.3618, 1.7306], [3.7786, 0.9149, 1.2427], [2.4208, 0.9301, 2.4031], [2.1928, 1.5606, 0.7565], [-1.2142, 2.6389, 1.0441], [-1.8850, 2.5907, -0.3404], [-3.0978, 1.6524, -0.3530], [-0.8873, 2.3002, -1.4317], [-0.6084, 3.3620, -2.3570], [0.1893, 3.1871, -3.4666], [0.7322, 1.9355, -3.6719], [0.5145, 0.8233, -2.7827], [1.1161, -0.4633, -3.2676], [1.2805, -1.6203, -2.2912], [0.3171, -0.9272, -4.5069], [-0.2423, 1.0412, -1.6068], [-0.4245, 0.0670, -0.6880], [-1.9253, 3.0363, 1.7674], [-0.3354, 3.2838, 1.0535], [-0.9153, 1.6381, 1.3763], [-2.2663, 3.5957, -0.5320], [-2.8287, 0.6311, -0.0936], [-3.5811, 1.6392, -1.3294], [-3.8274, 2.0176, 0.3696], [-1.0628, 4.3230, -2.1499], [0.3873, 4.0004, -4.1487], [1.3791, 1.7518, -4.5213], [2.1136, -0.1753, -3.6249], [0.3206, -1.9725, -1.9190], [1.9230, -1.3444, -1.4505], [1.7511, -2.4525, -2.8139], [-0.6786, -1.2563, -4.2079], [0.8384, -1.7679, -4.9610], [0.2093, -0.1527, -5.2660]], "forces_ev_per_a": [[0.6, -0.4, 0.3], [0.0, 0.0, 0.0], [-0.2, 0.0, 0.0], [0.1, 0.1, 0.0], [0.0, 0.0, 0.0], [-0.1, 0.1, -0.1], [0.0, 0.0, 0.0], [0.0, 0.0, 0.1], [0.0, 0.0, 0.1], [0.0, 0.0, 0.0], [0.0, 0.0, 0.0], [0.0, 0.0, 0.0], [0.0, 0.0, 0.0], [0.0, 0.0, 0.0], [0.0, 0.0, 0.0], [0.0, 0.0, 0.0], [0.0, 0.0, 0.0], [0.0, 0.0, 0.0], [0.0, 0.0, 0.0], [0.0, 0.0, 0.0], [0.0, 0.0, 0.0], [0.0, 0.0, 0.0], [0.0, 0.0, 0.0], [0.0, 0.0, 0.0], [0.0, -0.1, 0.0], [0.1, 0.0, 0.0], [0.0, 0.0, -0.1], [-0.1, -0.2, 0.1], [0.1, 0.0, -0.2], [0.0, 0.0, 0.0], [0.0, 0.2, -0.1], [0.1, -0.1, 0.1], [-0.1, 0.0, 0.1], [0.2, 0.1, 0.1], [-0.1, 0.0, 0.0], [-0.2, -0.3, 0.2], [-0.3, 0.7, -0.4], [0.0, 0.0, 0.0], [0.0, 0.0, 0.0], [0.0, 0.1, 0.0], [0.0, 0.0, 0.0], [0.0, 0.0, 0.0], [0.0, 0.0, 0.0], [0.0, 0.0, 0.0], [0.0, 0.0, -0.1], [0.0, 0.0, 0.0], [0.0, 0.1, -0.1], [0.0, 0.0, 0.0], [-0.1, -0.1, 0.0], [-0.1, 0.0, -0.1], [0.0, 0.0, 0.0], [0.0, 0.0, 0.0], [0.0, 0.0, 0.0], [0.0, 0.0, 0.0]]}